[1]
Computed, not measured: C4H14NO3 as an isolated structure, with ωB97M-V/def2-TZVPD.

Last column: Mulliken charge in e.
Positions of all 22 atoms, in Å:
C -1.26628 -1.51889 -0.56836  -0.8780
N 0.00312 -0.83564 -0.56498  -0.3329
C 1.05419 -1.10415 0.35284  -0.7015
C 2.33068 -0.26295 0.20289  -0.5699
C 2.06057 1.19299 0.54599  -0.4794
O 1.81450 1.02179 2.35859  -0.5456
H -1.02898 -2.56097 -0.85899  0.3204
H -1.75130 -1.46352 0.44430  0.2472
H -2.06052 -1.17514 -1.24751  0.3143
H -0.27513 0.16191 -0.51319  0.2448
H 0.74487 -0.98942 1.41618  0.3587
H 1.25857 -2.20744 0.36932  0.4077
H 2.80867 -0.51010 -0.77741  0.3410
H 3.04915 -0.74397 0.86765  0.3097
H 1.56953 1.82787 -0.19183  0.3755
H 3.01368 1.61442 0.86685  0.3274
H -1.53063 1.79863 -1.35074  0.2550
H 1.27160 1.42359 1.53870  0.2319
O -1.78946 1.62252 -0.43951  -0.8679
H -2.83818 1.20449 -0.67975  0.3990
H -4.55904 0.90259 -0.57881  0.1868
O -3.87961 0.60139 -1.19223  -0.9442

Atoms 1-6, force components in eV/Å:
C -0.0246 -1.6069 1.2656
N -0.3122 2.8557 -1.9032
C -0.6447 -1.8681 1.6566
C -0.7781 -1.5020 -0.8801
C 5.1386 -1.9932 0.5201
O -0.7999 0.8773 -2.7863

Calculated values
LUMO energy = 3.0104 eV
orbital gap = 0.2626 hartree
molar mass = 124.16 g/mol
total charge = -1

=====

[2]
Computed, not measured: a 3-piece molecular cluster, C4H14NO3 overall, with ωB97M-V/def2-TZVPD.

Last column: Mulliken charge in e.
Positions of all 22 atoms, in Å:
C -1.62617 0.46192 -2.16436  -0.7020
N -0.57868 -0.50470 -2.03885  -0.4994
C 0.39767 -0.00155 -1.04287  -0.0584
C 1.13167 -1.18588 -0.32786  -0.9793
C 0.37147 -1.89565 0.87764  -0.4134
O 0.51777 -1.23111 2.07882  -0.9224
H -1.33929 1.38115 -2.75592  0.2023
H -1.95232 0.64093 -0.95190  0.2694
H -2.47033 -0.02929 -2.72807  0.2891
H -0.82315 -1.35691 -1.63027  0.3481
H -0.07087 0.55580 -0.21789  -0.0686
H 1.05292 0.70260 -1.51286  0.3594
H 1.38350 -2.10811 -0.95373  0.3132
H 2.03761 -0.74566 -0.10515  0.4114
H -0.70222 -1.74112 0.60403  0.1312
H 0.60239 -2.89851 1.06587  0.4025
H 0.24464 0.51733 3.42004  0.2810
H 0.22512 0.19445 1.91275  0.5140
O 0.01542 1.06525 2.62576  -0.8654
H -0.09192 2.26867 1.50629  0.3827
H 1.29467 2.82223 1.19509  0.2878
O 0.38010 3.08816 1.14346  -0.6832

Atoms 1-6, force components in eV/Å:
C -2.0959 -0.6277 2.0798
N 2.3562 2.0326 -0.1458
C -0.2508 -2.0413 0.4593
C -1.4576 -2.3464 -1.2654
C -0.7289 4.3278 0.4447
O 0.4273 0.3559 -0.7089

Calculated values
LUMO energy = 3.8849 eV
orbital gap = 0.2757 hartree
molar mass = 124.16 g/mol
total charge = -1

=====

[3]
Computed, not measured: a 3-piece molecular cluster, C4H14NO3 overall, with ωB97M-V/def2-TZVPD.

Last column: Mulliken charge in e.
Positions of all 22 atoms, in Å:
C -0.75807 0.38938 -0.68947  -0.8574
C -1.19020 0.90777 0.71818  -0.4604
C -2.66000 0.67142 1.08814  -0.6126
C -2.93789 -0.80869 1.05452  -0.4602
O -2.22023 -1.54529 0.26798  -0.7823
N 0.49709 -0.41925 -0.53314  -0.2234
H -1.56578 -0.27838 -1.02390  0.5725
H -0.53678 1.23253 -1.36045  0.3545
H -0.41045 0.44425 1.35040  0.2435
H -0.97256 1.96944 0.94602  0.3164
H -2.79586 1.12495 2.07812  0.2858
H -3.31500 1.24096 0.41601  0.2267
H -3.60119 -1.39097 1.72254  0.4247
H 0.35587 -1.21025 0.10188  0.3884
H 1.22723 0.19594 -0.13190  0.2867
H 0.65879 -0.79109 -1.46020  0.3357
H 1.81433 1.81499 1.63583  0.3337
H 2.93222 1.59027 0.61766  0.3033
O 2.18267 1.15669 1.00833  -0.6756
H 4.54575 -2.76544 -2.38267  0.3183
H 4.17132 -1.72158 -3.14715  0.3120
O 4.57873 -1.80765 -2.27672  -0.6302

Atoms 1-6, force components in eV/Å:
C -1.1186 1.3676 0.8181
C 1.0863 0.5661 -0.0844
C 0.4203 -0.8823 0.6700
C -0.4349 -0.6828 0.7346
O 0.8762 -0.6351 -0.7858
N -0.6891 0.2173 -0.3712

Calculated values
LUMO energy (alpha / beta) = -0.1979 / -0.2118 eV
orbital gap (alpha / beta) = 0.1085 / 0.2348 hartree
multiplicity = 2
molar mass = 124.16 g/mol
<S²> = 0.75
total charge = 0

=====

[4]
Computed, not measured: a 3-piece molecular cluster, C4H14NO3 overall, with ωB97M-V/def2-TZVPD.

Last column: Mulliken charge in e.
Positions of all 22 atoms, in Å:
O 2.58087 0.91654 -1.05972  -0.3992
C 2.68218 0.55858 0.04580  0.1817
C 1.52790 -0.28543 0.79223  -0.7112
N 0.41330 0.09171 -0.05002  -0.0972
C -0.52222 1.05490 0.65941  -0.3050
C 0.03442 2.09689 1.61260  -1.3113
H 3.60509 0.94082 0.63010  0.3678
H 1.73238 -1.32474 0.80074  0.3888
H 1.35026 0.03405 1.78451  0.3347
H -0.20180 -0.76959 -0.38295  0.3789
H 0.78982 0.55415 -0.89532  0.4255
H -1.32313 0.31482 1.13170  0.1919
H -1.19516 1.44276 -0.21444  0.4382
H 1.04714 2.46228 1.39940  0.3255
H -0.03992 1.81482 2.61217  0.4576
H -0.65878 2.93416 1.51922  0.3521
H -2.42267 -3.36415 -2.67794  0.3407
H -2.03743 -2.13051 -3.42945  0.3508
O -1.72831 -2.74046 -2.76221  -0.7154
H -1.67850 -1.96389 -1.18885  0.3645
H -2.37828 -1.15568 0.01778  0.3067
O -1.57714 -1.48203 -0.34476  -0.6662

Atoms 1-6, force components in eV/Å:
O -0.8438 0.5254 -2.7002
C 2.1590 -0.3060 4.5606
C 1.6479 1.7686 -1.9971
N -1.7640 -0.6680 -0.3300
C -3.6858 -2.0665 -1.6277
C -0.3480 0.7354 -1.8447

Calculated values
LUMO energy = -2.8227 eV
orbital gap = 0.4287 hartree
molar mass = 124.16 g/mol
total charge = +1

=====

[5]
Computed, not measured: a 2-piece molecular cluster, C4H14NO3 overall, with ωB97M-V/def2-TZVPD.

Last column: Mulliken charge in e.
Positions of all 22 atoms, in Å:
C -1.73494 0.02959 0.94575  -0.6219
O -2.88316 -0.14176 0.12724  -0.5536
C -0.56598 0.16785 -0.02049  0.0012
C 0.88254 -0.08904 0.52279  0.0552
C 1.07992 -1.41441 1.27886  -1.3535
O 1.72456 -0.09042 -0.61119  -0.5754
N -0.77405 -0.80841 -1.13592  -0.2562
H -1.62496 -0.81678 1.62234  0.3523
H -1.79581 0.93815 1.54666  0.3383
H -3.63289 -0.46037 0.63827  0.3315
H -0.51453 1.17257 -0.44026  0.3093
H 1.07650 0.71747 1.23230  0.4456
H 1.99887 -1.33846 1.85443  0.3748
H 0.26130 -1.57825 1.97692  0.3464
H 1.13804 -2.23517 0.56051  0.3682
H 1.94334 0.83769 -0.81364  0.4008
H -0.05197 -0.69507 -1.84965  0.3568
H -0.71040 -1.76404 -0.77306  0.3166
H -1.73847 -0.70099 -1.46780  0.3875
H 2.27299 2.54452 -2.42154  0.3207
H 2.01275 3.18188 -1.07698  0.3393
O 1.63634 2.54342 -1.69554  -0.6839

Atoms 1-6, force components in eV/Å:
C -0.0445 0.0945 -0.0821
O -0.0599 0.0597 -0.1218
C 1.0585 -0.2332 0.6342
C -0.8832 -0.5784 0.3531
C -0.3498 0.6992 -0.4657
O 0.1786 0.3829 0.3719

Calculated values
LUMO energy = -2.9449 eV
orbital gap = 0.4254 hartree
molar mass = 124.16 g/mol
total charge = +1

=====

[6]
Computed, not measured: a 4-piece molecular cluster, C4H14NO6 overall, with ωB97M-V/def2-TZVPD.

Last column: Mulliken charge in e.
Positions of all 25 atoms, in Å:
O 2.56935 -1.18454 -1.42779  -0.8243
C 1.37920 -1.01808 -1.09295  0.0931
O 0.44667 -0.99039 -2.19044  -0.5474
C 0.68527 -1.22059 0.04209  0.3030
C -0.76420 -1.15739 0.22418  -0.5360
C -1.51852 0.12390 0.54450  0.0209
O -2.71094 -0.00332 1.36006  -0.5907
N 1.34309 -1.50439 1.38267  -0.6831
H 0.82179 -1.36250 -3.01124  0.2780
H 1.55478 1.55578 -1.02362  0.3076
H -1.22207 -1.73260 -0.63485  0.1226
H -0.97331 -1.85691 1.08860  0.3318
H -1.92445 0.51278 -0.44551  0.1697
H -1.00437 0.81250 1.24965  0.3197
H -2.74415 -0.84706 1.79124  0.2747
H 0.90974 -2.19300 1.86564  0.1544
H -1.61880 3.05226 -1.34483  0.2893
H -0.67930 2.55458 -0.20729  0.3364
O -1.55129 2.52846 -0.52718  -0.5979
H 0.70521 1.23757 0.97309  0.0706
H 0.40030 1.22475 -2.03107  0.3729
O 0.92902 1.95758 -1.62412  -0.6983
H 2.36719 -1.86764 1.20050  0.2268
H 1.35858 0.20375 1.97356  0.5661
O 1.24120 1.17450 1.86511  -0.7602

Atoms 1-6, force components in eV/Å:
O 0.6139 0.5980 0.5607
C 0.0290 -2.5492 -1.7054
O -0.8975 0.9133 -0.9649
C 0.7372 0.3282 3.0821
C -1.7091 -2.4648 0.3089
C -1.1693 0.3952 -0.4357

Calculated values
LUMO energy = 3.4609 eV
orbital gap = 0.2308 hartree
molar mass = 172.16 g/mol
total charge = -1

=====

Taking the records one at a time from the top gives strongest force on any atom values of 5.5 4.4 1.9 5.1 1.3 6.4 eV Å⁻¹.
Taking the records one at a time from the top gives E values of -441.12393 -441.21679 -441.11790 -441.00048 -441.04720 -666.98024 Eh.